The following is a quantum chemistry calculation of C4H11N3 in the gas phase at a distorted geometry, from the OMol25 dataset.

The geometry in XYZ format:
```
18
Properties=species:S:1:pos:R:3:forces:R:3
C 0.43094 2.06026 -0.96437 0.3587 1.1282 -1.2139
C 0.77275 0.59650 -1.32427 -0.8083 0.1465 -1.6198
C 0.75798 -0.21873 -0.06490 -0.1904 -1.8219 1.1060
N 0.34837 -2.65265 1.49090 -1.5128 3.1859 -1.9183
C -0.63277 -1.82172 1.16125 0.5538 -1.2925 -0.0419
N -0.63674 -0.70751 0.33161 1.8962 0.3074 0.2305
N -0.97848 2.23999 -0.48851 1.3992 -1.3922 -1.6523
H 1.17117 2.36465 -0.18666 -0.4173 -0.1635 -0.3564
H 0.69944 2.73719 -1.86862 -0.9771 -0.9990 1.3917
H 1.76682 0.59761 -1.80771 -0.1622 -0.0091 0.5819
H 0.11709 0.12471 -2.18591 0.7884 1.0357 1.8986
H 1.33104 -1.16879 -0.11531 -0.1150 0.5607 -0.4191
H 1.29578 0.31858 0.80526 -1.2949 -0.4823 -1.1464
H -0.08041 -3.45070 1.90310 -0.3208 -0.4707 0.9597
H -1.63756 -1.92382 1.55299 -0.4044 -0.6993 -0.0091
H -1.47319 -0.56158 -0.28729 1.4924 -0.0076 1.1548
H -1.02782 1.93413 0.44294 -0.0867 -0.8502 1.4200
H -1.26782 3.17136 -0.43700 -0.1989 1.8239 -0.3661
```
Forces are in eV/Å.

- ΔE to the lowest compared entry with this formula, charge and spin: 213.61 kJ/mol
- Calculated total energy: -8795.4051 eV
- Lowest unoccupied orbital energy: 0.0392 Ha
- SMILES: [H]/N=C/NCCCN